# 1
{"formula": "H6O3", "method": "ωB97M-V/def2-TZVPD", "symbols": ["O", "H", "H", "O", "H", "H", "O", "H", "H"], "xyz": [[-1.106, 1.304, 1.632], [-1.031, 0.703, 2.373], [-1.433, 2.118, 2.015], [-0.303, 0.151, -0.667], [0.075, 1.016, -0.828], [-0.790, 0.251, 0.151], [1.578, -2.027, -1.215], [2.238, -1.860, -1.887], [0.771, -1.656, -1.573]], "lowdin_charge": [-0.035, 0.057, 0.055, -0.058, 0.036, -0.012, -0.066, 0.023, 0.001], "gap_ev": 11.11, "de_lowest_kcal_mol": 11.2, "lumo_ha": 0.019, "energy_ha": -229.3072, "smiles": "O.O.O", "charge": 0, "fmax_ev_per_a": 0.86, "e_homo_ev": -10.6}

=====

# 2
{"formula": "C35H37N4O3OsPS2", "method": "ωB97M-V/def2-TZVPD", "symbols": ["Os", "C", "C", "C", "C", "C", "C", "C", "C", "H", "H", "H", "H", "H", "S", "P", "S", "C", "C", "C", "C", "C", "C", "C", "C", "C", "C", "C", "C", "H", "H", "H", "H", "H", "H", "H", "H", "H", "H", "N", "N", "H", "H", "H", "H", "C", "C", "C", "C", "C", "C", "H", "H", "H", "H", "H", "C", "N", "C", "C", "C", "O", "N", "C", "O", "H", "H", "H", "H", "H", "C", "C", "C", "O", "C", "H", "H", "H", "H", "H", "H", "H", "H"], "xyz": [[-1.029, 0.503, -0.366], [-0.903, 0.592, 1.608], [-0.893, 0.611, 2.832], [-0.960, 0.579, 4.241], [-1.275, 1.721, 4.986], [-1.380, 1.642, 6.361], [-1.179, 0.435, 7.013], [-0.862, -0.700, 6.282], [-0.753, -0.633, 4.909], [-1.433, 2.659, 4.475], [-1.621, 2.529, 6.930], [-1.272, 0.374, 8.086], [-0.699, -1.643, 6.783], [-0.511, -1.510, 4.329], [2.148, 2.396, 1.498], [2.776, 1.013, 0.241], [1.349, -0.067, -0.722], [3.869, -0.261, 0.979], [4.367, -0.172, 2.267], [5.219, -1.156, 2.739], [5.570, -2.224, 1.931], [5.058, -2.318, 0.646], [4.214, -1.336, 0.169], [3.874, 1.673, -1.068], [3.482, 1.700, -2.397], [4.375, 2.124, -3.364], [5.648, 2.533, -3.003], [6.028, 2.530, -1.669], [5.143, 2.099, -0.700], [4.082, 0.664, 2.889], [5.616, -1.088, 3.740], [6.236, -2.989, 2.304], [5.317, -3.155, 0.017], [3.802, -1.390, -0.828], [2.485, 1.381, -2.663], [4.079, 2.127, -4.403], [6.350, 2.852, -3.759], [7.019, 2.852, -1.385], [5.428, 2.081, 0.345], [-2.317, 3.937, 0.475], [-1.172, 3.158, 0.133], [-2.040, 4.851, 0.838], [-2.846, 3.453, 1.197], [-0.405, 3.251, 0.806], [-0.837, 3.454, -0.785], [-5.913, 0.522, -0.228], [-5.230, 0.934, -1.360], [-3.850, 1.060, -1.339], [-3.100, 0.753, -0.196], [-3.826, 0.407, 0.950], [-5.204, 0.275, 0.935], [-6.985, 0.400, -0.250], [-5.772, 1.163, -2.269], [-3.367, 1.420, -2.241], [-3.308, 0.243, 1.884], [-5.717, -0.019, 1.840], [-2.606, -1.517, -5.360], [-1.830, -0.562, -4.609], [-1.170, 0.453, -5.213], [-0.495, 1.383, -4.510], [-0.537, 1.304, -3.072], [-0.042, 2.148, -2.307], [-1.187, 0.251, -2.505], [-1.815, -0.708, -3.208], [-2.370, -1.664, -2.692], [-2.409, -1.401, -6.423], [-3.673, -1.373, -5.170], [-2.338, -2.527, -5.053], [-1.220, 0.475, -6.294], [0.040, 2.189, -4.981], [-1.834, -4.360, 0.323], [-0.618, -4.360, -0.601], [-0.020, -2.968, -0.378], [-1.024, -2.155, 0.224], [-2.241, -2.889, 0.289], [-1.559, -4.650, 1.338], [-2.628, -5.014, -0.027], [-0.931, -4.459, -1.639], [0.097, -5.148, -0.375], [0.309, -2.518, -1.321], [0.835, -2.986, 0.309], [-2.851, -2.673, -0.595], [-2.765, -2.558, 1.187]], "lowdin_spin": [3.028, -0.011, 0.227, 0.025, 0.034, -0.003, 0.035, -0.003, 0.035, 0.002, -0.001, 0.002, -0.001, 0.002, 0.009, 0.018, 0.088, 0.003, 0.001, 0.000, 0.000, 0.000, 0.001, 0.004, 0.003, 0.000, 0.000, 0.000, 0.001, 0.000, 0.000, 0.000, 0.000, 0.000, 0.002, 0.000, 0.000, 0.000, 0.000, 0.011, 0.124, 0.004, 0.001, 0.000, 0.000, 0.042, -0.004, 0.044, 0.005, 0.043, -0.004, 0.003, -0.001, 0.002, 0.003, -0.001, 0.000, -0.002, 0.003, 0.000, 0.013, 0.072, 0.030, 0.007, 0.017, 0.000, 0.000, 0.000, 0.000, 0.000, 0.001, 0.001, 0.004, 0.075, 0.003, 0.000, 0.000, 0.000, 0.000, 0.000, 0.001, 0.000, 0.000], "multiplicity": 5, "gap_ev": [8.29, 5.80], "de_lowest_kcal_mol": 29.1, "lumo_ha": [0.019, -0.075], "energy_ha": -3028.9759, "s2": 6.059, "charge": 0, "fmax_ev_per_a": 1.12, "e_homo_ev": [-7.8, -7.8]}

=====

# 3
{"formula": "C21H33N5O3", "method": "ωB97M-V/def2-TZVPD", "symbols": ["C", "O", "C", "C", "C", "N", "C", "O", "C", "C", "C", "C", "C", "C", "C", "C", "C", "N", "C", "O", "C", "C", "N", "N", "C", "N", "C", "C", "C", "H", "H", "H", "H", "H", "H", "H", "H", "H", "H", "H", "H", "H", "H", "H", "H", "H", "H", "H", "H", "H", "H", "H", "H", "H", "H", "H", "H", "H", "H", "H", "H", "H"], "xyz": [[-0.207, 0.229, -2.756], [0.496, 0.457, -1.553], [0.653, -0.734, -0.816], [1.606, -0.492, 0.359], [1.386, -1.547, 1.441], [0.105, -1.336, 2.092], [-0.902, -2.247, 1.926], [-0.698, -3.315, 1.371], [-2.265, -1.870, 2.464], [-3.065, -0.694, 1.844], [-4.346, -1.479, 2.190], [-3.503, -2.766, 2.210], [-3.551, -3.671, 0.954], [-3.409, -4.903, 1.874], [-3.777, -4.005, 3.078], [-0.026, -0.014, 2.677], [0.160, 1.060, 1.616], [1.432, 0.841, 0.937], [2.075, 1.935, 0.437], [1.659, 3.070, 0.598], [3.426, 1.711, -0.245], [3.302, 1.449, -1.708], [3.546, 0.292, -2.263], [3.258, 0.406, -3.599], [2.853, 1.628, -3.795], [2.866, 2.342, -2.635], [2.441, 3.733, -2.439], [0.929, 3.845, -2.579], [3.188, 4.654, -3.392], [-0.334, 1.192, -3.248], [0.356, -0.440, -3.415], [-1.194, -0.205, -2.559], [-0.327, -1.083, -0.464], [1.081, -1.524, -1.445], [2.623, -0.580, -0.013], [1.391, -2.546, 1.012], [2.184, -1.476, 2.185], [-2.184, -1.712, 3.546], [-2.942, 0.303, 2.265], [-2.906, -0.647, 0.765], [-4.708, -1.218, 3.187], [-5.175, -1.445, 1.483], [-4.544, -3.616, 0.503], [-2.792, -3.533, 0.189], [-4.061, -5.751, 1.672], [-2.375, -5.238, 1.919], [-3.177, -4.106, 3.984], [-4.833, -4.077, 3.345], [-0.989, 0.096, 3.164], [0.750, 0.102, 3.441], [-0.665, 1.033, 0.895], [0.183, 2.051, 2.063], [3.993, 2.623, -0.061], [3.974, 0.879, 0.190], [2.555, 2.040, -4.744], [2.703, 3.980, -1.411], [0.612, 4.865, -2.365], [0.617, 3.597, -3.597], [0.434, 3.174, -1.878], [2.925, 5.691, -3.182], [4.267, 4.542, -3.282], [2.925, 4.448, -4.431]], "lowdin_charge": [-0.092, -0.199, -0.160, -0.216, -0.074, -0.038, -0.391, 0.065, -0.156, -0.115, -0.099, -0.392, -0.110, -0.150, -0.102, -0.112, -0.098, 0.002, -0.428, 0.059, -0.009, -0.323, 0.067, 0.030, -0.167, 0.028, -0.362, -0.038, -0.044, 0.076, 0.091, 0.092, 0.123, 0.142, 0.126, 0.130, 0.137, 0.156, 0.101, 0.118, 0.116, 0.109, 0.111, 0.101, 0.097, 0.097, 0.107, 0.111, 0.106, 0.134, 0.132, 0.128, 0.129, 0.122, 0.125, 0.125, 0.088, 0.080, 0.070, 0.084, 0.085, 0.076], "gap_ev": 9.88, "de_lowest_kcal_mol": 0.0, "lumo_ha": 0.025, "energy_ha": -1319.4887, "smiles": "COC[C@@H]1CN(C(=O)[C@H]2CCC23CCC3)CCN1C(=O)Cc1nncn1C(C)C", "charge": 0, "fmax_ev_per_a": 0.24, "e_homo_ev": -9.2}

=====

# 4
{"formula": "C29H61IN7O5P2", "method": "ωB97M-V/def2-TZVPD", "symbols": ["C", "C", "N", "I", "C", "C", "C", "C", "O", "O", "C", "O", "C", "C", "C", "C", "C", "C", "C", "C", "C", "C", "H", "H", "H", "H", "H", "H", "H", "H", "H", "H", "H", "H", "H", "H", "H", "H", "H", "H", "H", "H", "H", "H", "H", "H", "H", "O", "P", "N", "C", "C", "N", "C", "C", "N", "C", "C", "H", "H", "H", "H", "H", "H", "H", "H", "H", "H", "H", "H", "H", "H", "H", "H", "H", "H", "O", "P", "N", "C", "C", "N", "C", "C", "N", "C", "C", "H", "H", "H", "H", "H", "H", "H", "H", "H", "H", "H", "H", "H", "H", "H", "H", "H", "H"], "xyz": [[-6.627, 5.735, 1.157], [-6.313, 4.336, 1.241], [-5.137, 3.856, 2.051], [-5.674, 4.271, 4.055], [-3.866, 4.631, 1.812], [-3.499, 4.894, 0.271], [-3.286, 6.490, -0.020], [-1.683, 6.762, -0.032], [-1.075, 7.321, -0.960], [-0.982, 6.244, 1.131], [-4.957, 2.337, 2.005], [-3.757, 1.926, 1.342], [-2.785, 1.381, 2.245], [-2.507, 1.847, 3.693], [-1.418, 1.195, 4.628], [-1.217, 1.739, 6.130], [-0.529, 0.025, 4.066], [-0.770, -0.432, 2.581], [-1.884, 0.216, 1.681], [-2.059, -0.314, 0.156], [-3.492, -0.975, -0.122], [-1.753, 0.966, -0.812], [-6.874, 6.194, 0.145], [-6.582, 6.421, 2.083], [-7.034, 3.631, 0.696], [-2.954, 4.170, 2.331], [-4.010, 5.668, 2.301], [-4.182, 4.390, -0.489], [-2.451, 4.431, 0.106], [-3.621, 6.669, -1.102], [-3.817, 7.145, 0.748], [-1.330, 6.793, 1.870], [-5.119, 1.872, 3.038], [-5.834, 1.949, 1.355], [-3.097, 2.705, 4.153], [-2.122, 1.499, 6.809], [-0.269, 1.329, 6.626], [-1.137, 2.893, 6.138], [0.275, -0.449, 4.741], [-0.110, -1.263, 2.129], [-1.171, -1.032, -0.028], [-3.536, -2.104, 0.103], [-4.324, -0.455, 0.494], [-3.707, -0.827, -1.250], [-1.094, 1.753, -0.283], [-2.753, 1.513, -1.017], [-1.249, 0.660, -1.794], [1.765, -0.264, -2.128], [2.542, 0.912, -2.748], [3.677, -0.155, -3.486], [5.123, -0.040, -3.555], [3.151, -0.970, -4.581], [3.168, 1.420, -1.220], [4.575, 1.531, -0.875], [2.430, 1.022, -0.020], [3.376, 2.307, -3.465], [2.807, 3.594, -2.979], [3.268, 2.394, -4.938], [5.469, 0.836, -4.113], [5.575, -0.913, -4.035], [5.579, -0.024, -2.568], [2.986, -0.379, -5.489], [2.194, -1.423, -4.308], [3.814, -1.801, -4.836], [5.006, 0.559, -0.613], [4.707, 2.191, -0.009], [5.166, 1.991, -1.668], [2.633, -0.020, 0.246], [1.355, 1.147, -0.162], [2.697, 1.649, 0.837], [1.744, 3.675, -3.234], [3.339, 4.443, -3.417], [2.900, 3.713, -1.900], [2.228, 2.311, -5.267], [3.851, 1.623, -5.440], [3.675, 3.339, -5.307], [2.992, -3.925, 0.444], [1.880, -4.972, 0.629], [2.891, -6.239, 0.044], [2.565, -7.312, -0.878], [4.009, -6.603, 0.915], [0.934, -4.350, -0.675], [0.515, -5.095, -1.849], [1.156, -2.957, -1.070], [0.571, -6.137, 0.924], [-0.680, -5.458, 1.354], [0.849, -7.108, 2.005], [1.795, -7.996, -0.504], [3.440, -7.926, -1.111], [2.249, -6.934, -1.848], [3.676, -7.159, 1.798], [4.534, -5.712, 1.270], [4.759, -7.208, 0.398], [1.314, -5.158, -2.595], [-0.341, -4.606, -2.329], [0.162, -6.098, -1.605], [2.058, -2.853, -1.679], [1.246, -2.311, -0.194], [0.312, -2.565, -1.647], [-0.523, -4.893, 2.280], [-1.480, -6.186, 1.518], [-1.061, -4.766, 0.603], [1.178, -6.605, 2.920], [1.609, -7.836, 1.720], [-0.038, -7.705, 2.236]], "lowdin_charge": [0.039, -0.208, -0.523, 1.187, -0.241, -0.141, -0.071, -0.380, 0.104, 0.014, -0.231, -0.104, -0.145, 0.004, -0.188, -0.101, -0.007, 0.015, -0.063, -0.329, -0.078, -0.089, 0.102, 0.072, 0.149, 0.132, 0.093, 0.125, 0.126, 0.131, 0.117, 0.116, 0.102, 0.158, 0.039, 0.086, 0.082, 0.082, 0.105, 0.102, 0.123, 0.086, 0.074, 0.091, 0.077, 0.071, 0.080, -0.322, 0.764, -0.318, -0.127, -0.139, -0.330, -0.142, -0.139, -0.267, -0.136, -0.134, 0.071, 0.083, 0.054, 0.060, 0.067, 0.080, 0.084, 0.079, 0.072, 0.082, 0.050, 0.079, 0.080, 0.084, 0.071, 0.087, 0.063, 0.086, -0.306, 0.750, -0.323, -0.130, -0.141, -0.330, -0.144, -0.163, -0.271, -0.141, -0.135, 0.070, 0.082, 0.053, 0.060, 0.069, 0.079, 0.082, 0.077, 0.071, 0.081, 0.052, 0.070, 0.078, 0.082, 0.066, 0.087, 0.062, 0.085], "gap_ev": 3.72, "lumo_ha": -0.199, "energy_ha": -2880.6903, "charge": 1, "fmax_ev_per_a": 9.02, "e_homo_ev": -9.1}

=====

# 5
{"formula": "C2F3I3NO", "method": "ωB97M-V/def2-TZVPD", "symbols": ["C", "C", "N", "O", "F", "F", "F", "I", "I", "I"], "xyz": [[-0.552, -2.045, -0.204], [-1.354, 1.416, 1.480], [-1.864, -1.649, -0.333], [-2.274, -0.572, 0.181], [-0.500, -3.304, -0.583], [0.340, -1.396, -0.994], [-0.060, 1.658, 1.693], [0.256, -1.761, 1.893], [-2.500, 2.789, 2.807], [-1.899, 1.631, -0.536]], "lowdin_charge": [-0.995, -1.177, -0.115, -0.542, 0.028, -0.022, -0.239, 0.656, 0.479, 0.927], "gap_ev": [7.13, 5.72], "de_lowest_kcal_mol": 51.3, "lumo_ha": [0.098, 0.074], "energy_ha": -1398.7659, "charge": -1, "fmax_ev_per_a": 2.05, "e_homo_ev": [-4.5, -3.7]}

=====

Q: Which value of charge does entry 2 give?
A: 0

=====

Q: The lowest charge belongs to which entry?
A: C2F3I3NO

=====

Q: Which value of charge does entry 3 give?
A: 0

=====

Q: Among the records above, which one has the highest charge?
A: C29H61IN7O5P2